This record from OMol25 describes a molecular structure, C28H32N10S3Tl in a non-equilibrium geometry. The level of theory is ωB97M-V/def2-TZVPD.

As for the net charge: +1. The spin multiplicity is 1. The relative energy (zero: lowest compared OMol25 entry of this formula, charge and spin) comes out at 5.6 kcal/mol. The value obtained for the highest occupied orbital energy is -9.942 eV. Its LUMO energy is -0.077 Eh.

Each line ends with the Löwdin charge.
Positions of all 74 atoms, in Å:
1 H 3.24 -2.90 2.29  0.131
2 C -1.68 1.99 3.72  -0.093
3 C 1.88 5.39 1.82  -0.082
4 H 0.67 -3.08 -4.93  0.071
5 C -0.27 -3.04 -2.95  -0.508
6 N -1.86 -1.25 0.22  0.054
7 H -3.57 0.95 -1.44  0.126
8 C 2.47 0.38 -4.45  -0.522
9 H -0.55 -2.72 2.23  0.089
10 C -2.37 -3.28 3.26  -0.075
11 C 0.43 0.37 3.59  -0.202
12 C 3.38 -1.47 -2.50  -0.525
13 N -0.92 1.90 4.80  0.101
14 N 1.71 -1.45 2.52  0.042
15 C -2.84 0.14 -1.58  -0.123
16 H -2.53 2.65 3.79  0.110
17 H 3.52 0.34 -4.75  0.082
18 C 0.42 4.38 0.26  -0.184
19 H -0.99 0.23 -2.48  0.019
20 C 0.12 1.09 4.75  -0.050
21 N -0.54 4.14 -0.69  0.172
22 C -0.55 2.79 -0.92  -0.300
23 H 0.46 6.50 0.65  0.111
24 S 1.22 -3.14 -1.85  0.779
25 C -1.43 2.14 -1.93  -0.121
26 H -0.67 -4.05 -2.93  0.071
27 H -1.11 4.84 -1.13  0.169
28 H -4.30 -3.70 4.07  0.106
29 H -1.87 -3.83 4.04  0.106
30 C 0.96 3.12 0.58  -0.235
31 N -4.07 -1.12 0.23  0.176
32 H 3.66 -1.49 -1.44  0.062
33 S -0.05 -0.79 -4.65  0.858
34 H 4.29 -1.33 -3.09  0.085
35 C 2.71 -2.78 -2.86  -0.512
36 H 2.25 6.26 2.33  0.106
37 H 3.39 -3.60 -2.66  0.074
38 C 2.80 -2.10 2.84  -0.136
39 N -0.33 0.49 2.49  0.071
40 H 2.43 -2.81 -3.91  0.043
41 H -2.43 2.60 -1.86  0.125
42 C -2.33 -1.97 1.29  -0.240
43 C -2.91 -0.75 -0.38  -0.304
44 C -0.15 -2.60 -4.40  -0.501
45 H -5.55 -2.48 2.33  0.111
46 C 1.62 -0.52 -5.34  -0.505
47 C 1.55 -0.55 3.53  -0.329
48 H -5.01 -0.88 -0.06  0.170
49 H 3.21 4.09 2.86  0.105
50 H 2.39 2.02 1.74  0.103
51 H -1.97 1.36 1.66  0.105
52 H 1.48 -0.04 -6.31  0.074
53 H -1.08 -2.89 -4.89  0.074
54 Tl 0.59 -0.46 0.10  0.757
55 H -1.04 2.39 -2.93  0.136
56 C 2.42 4.14 2.13  -0.078
57 S 2.36 0.03 -2.67  0.730
58 H 4.11 -1.89 4.52  0.165
59 C -1.63 -2.67 2.27  -0.016
60 H -0.96 -2.38 -2.42  0.036
61 C 0.87 5.54 0.89  -0.014
62 C 1.98 2.99 1.51  -0.015
63 N 0.32 2.16 -0.18  0.062
64 C -4.48 -2.52 2.31  -0.013
65 N 3.28 -1.61 4.00  0.035
66 C -1.38 1.29 2.56  -0.105
67 N -1.51 0.71 -1.75  -0.070
68 H 2.08 -1.49 -5.50  0.066
69 C -3.77 -3.21 3.27  -0.080
70 C -3.74 -1.90 1.31  -0.182
71 H 2.11 1.40 -4.52  0.069
72 H 0.73 1.01 5.64  0.120
73 H -3.16 -0.43 -2.46  0.135
74 N 2.50 -0.64 4.44  0.128